2 unconnected molecules or ions with the total composition CH3N4 in a non-equilibrium geometry. Source: the Open Molecules 2025 dataset; level of theory: ωB97M-V with the def2-TZVPD basis set.

Calculated values
Calculated total energy   -258.642156 hartree
HOMO energy   -16.9832 eV
Kohn-Sham gap   0.45649 Eh

Geometry as ORCA input:
```
! wB97M-V def2-TZVPD RIJCOSX def2/J DEFGRID3
* xyz 1 1
C -0.38823 0.57819 0.08725
N 1.34723 -1.60330 0.28498
N 1.31871 -2.19609 1.22971
N -1.02113 1.01695 0.94094
N 0.09275 0.31476 -1.03428
H -1.70899 1.51757 1.59660
H 0.67394 0.91765 -1.61736
H -0.31428 -0.54573 -1.48785
*
```